# 1
56
Properties=species:S:1:pos:R:3:forces:R:3 method="wB97M-V/def2-TZVPD" homo_energy_ev=-7.87 energy_ha=-11293.92385 smiles=c1cc[nH]c1.c1cc[nH]c1.c1cc[nH]c1.c1cc[nH]c1.BrCCBr.BrCCBr total_charge=0
C -2.88955 -10.57166 7.08017 -0.72 0.26 -0.30
C -4.06791 -9.78168 6.98930 -0.06 0.94 0.39
C -4.82497 -10.17954 5.92393 0.88 -0.81 -0.07
N -4.12765 -11.23951 5.35632 -0.72 0.64 -0.01
C -2.97657 -11.44962 6.03654 0.76 -0.68 -0.04
H -2.13123 -10.44331 7.83018 0.21 -0.20 -0.12
H -4.26471 -8.90863 7.59581 -0.17 -0.17 0.07
H -5.72897 -9.78196 5.50424 -0.09 -0.08 -0.03
H -4.41490 -11.79714 4.57473 -0.08 0.14 -0.15
H -2.29485 -12.20308 5.66997 0.00 -0.01 0.24
C -6.31979 -7.80904 -1.30451 -0.38 0.03 -1.67
C -5.04664 -7.84520 -0.72326 0.78 0.63 1.69
C -4.10344 -7.37747 -1.60032 -0.62 -0.72 -1.21
N -4.77678 -7.18400 -2.79204 -0.21 -0.07 0.25
C -6.11607 -7.44484 -2.62653 0.63 0.20 0.24
H -7.29759 -8.00513 -0.90043 0.14 -0.22 0.31
H -4.80876 -8.02600 0.31606 -0.17 -0.18 -0.07
H -3.02875 -7.35414 -1.56748 0.01 0.24 0.19
H -4.38982 -6.86617 -3.66071 0.19 -0.01 0.03
H -6.74411 -7.34991 -3.49577 -0.33 0.03 0.23
C -9.46793 -11.76193 7.40553 -0.27 0.67 0.18
C -9.43433 -12.36793 6.14077 -0.32 0.06 -0.98
C -10.52039 -11.90328 5.41889 0.44 -0.14 0.05
N -11.18903 -11.00727 6.20515 0.13 -0.29 0.44
C -10.57100 -10.93246 7.41808 0.37 -0.22 0.52
H -8.72705 -11.84540 8.18172 -0.11 -0.11 0.12
H -8.67615 -13.02178 5.74114 -0.05 -0.15 0.11
H -10.84329 -12.16146 4.42507 -0.13 0.10 0.06
H -12.03528 -10.51202 6.00499 -0.12 -0.09 -0.30
H -10.98571 -10.36765 8.23742 0.04 0.18 -0.17
C -4.00439 -13.14217 -2.53251 -0.35 0.18 -0.28
C -5.02378 -13.04808 -1.55355 0.22 0.33 0.40
C -5.20924 -11.71001 -1.28795 -0.44 -0.54 0.53
N -4.36195 -10.98738 -2.06667 -0.06 -0.45 -0.44
C -3.65851 -11.85729 -2.86534 0.46 0.11 0.06
H -3.63699 -14.04680 -2.98633 0.12 0.04 -0.03
H -5.48953 -13.85453 -1.01095 -0.12 -0.02 -0.15
H -5.89002 -11.28152 -0.56550 0.23 0.26 -0.20
H -4.29692 -9.98419 -2.07680 -0.06 0.08 0.02
H -2.93921 -11.50594 -3.58780 -0.03 0.07 0.07
Br -6.00932 -10.03500 2.16637 -0.22 -0.31 0.10
C -7.50796 -10.81503 3.15300 -0.19 0.40 0.51
C -8.77394 -10.87249 2.34383 0.06 -0.11 -0.53
Br -9.45410 -9.06469 1.95368 0.21 -0.68 -0.11
H -7.62421 -10.17271 4.02174 -0.04 -0.11 0.06
H -7.22407 -11.81259 3.48098 0.10 -0.01 -0.11
H -9.60095 -11.38226 2.82938 0.21 0.17 0.49
H -8.57569 -11.46828 1.45006 -0.17 0.63 -0.37
Br -11.89572 -15.71137 -1.10332 0.11 -0.19 0.48
C -12.36409 -16.04729 0.78681 0.19 -0.05 -0.62
C -12.87660 -14.77261 1.40230 0.01 0.19 -0.07
Br -11.41076 -13.53607 1.90679 -0.58 -0.53 -0.16
H -11.49835 -16.47444 1.28375 0.10 0.20 -0.05
H -13.12397 -16.82271 0.73090 -0.20 0.18 0.11
H -13.50475 -14.96753 2.26915 0.34 0.06 0.24
H -13.47730 -14.23388 0.67655 0.04 0.13 0.04



# 2
45
Properties=species:S:1:pos:R:3:forces:R:3 method="wB97M-V/def2-TZVPD" homo_energy_ev=-9.15 energy_ha=-1823.60183 total_charge=0
O -0.81223 1.47840 3.55143 -0.78 -0.03 -0.44
F 3.42478 -1.66999 1.10650 -1.81 0.70 0.45
F 1.96666 -2.75211 2.27259 -0.83 0.51 -0.44
F 1.66466 -2.36242 0.14839 -1.32 -0.61 -0.89
F -1.70015 -3.38467 -2.97906 0.29 -0.32 -1.12
F 0.27615 -3.22761 -3.93297 -1.29 1.14 0.30
F -1.47156 -2.66797 -5.11181 0.16 -0.16 1.44
N 1.17216 0.02304 2.82654 1.22 -2.35 -2.87
O -0.37465 2.19376 -3.04828 -1.05 -0.59 0.24
C 1.30169 -0.46767 1.57863 0.10 1.70 4.25
C -1.02394 1.22252 -0.83238 0.32 0.55 -0.32
C 1.27510 1.57168 -1.52180 -0.54 1.18 -3.12
C -0.50237 0.62371 0.36016 -0.65 -0.15 -1.88
C 1.68070 0.90060 -0.46817 2.63 -1.85 2.19
C -0.09779 1.62971 -1.82773 0.44 0.30 0.85
C 0.84269 0.27023 0.41972 -1.58 1.14 0.19
S 0.57440 1.67391 3.11312 -0.65 -0.09 -0.80
C 2.01158 -1.85257 1.28360 3.13 0.84 1.69
C 1.31324 3.54505 5.01436 -3.92 0.87 -1.73
C 2.86100 1.71643 4.47012 1.90 -0.76 0.05
C 0.83606 1.17138 5.84864 -0.14 -1.43 -0.78
C -0.96082 -2.62394 -3.83739 -0.55 0.28 0.45
C -1.26574 1.39268 -3.83996 2.04 -1.40 -1.38
C -1.01300 -1.20430 -3.19932 2.00 0.50 -1.80
C -0.61080 -0.08070 -4.19485 -0.56 2.17 2.93
C 1.38355 2.07480 4.65414 1.41 -1.30 2.37
H -2.11151 1.44552 -1.00779 1.22 -0.42 0.50
H 2.07721 1.92058 -2.20609 -1.10 0.13 0.29
H -1.13468 0.36156 1.18570 -0.49 -0.15 0.08
H 2.74503 0.84319 -0.25691 0.04 -0.17 -0.21
H 0.29557 3.82828 5.50007 1.36 -0.53 -1.23
H 1.97280 3.80212 5.77124 1.79 0.28 1.11
H 1.45340 4.16076 4.08316 0.02 -0.24 1.06
H 3.54191 1.97395 5.33253 -1.13 -0.17 -0.52
H 3.42453 2.12589 3.60688 -0.86 0.36 0.12
H 2.95729 0.63721 4.29959 -0.03 0.10 0.33
H -0.17476 1.35124 6.29010 0.72 0.49 -0.91
H 1.55095 1.27836 6.69202 -0.24 -0.32 -0.60
H 0.77406 0.07541 5.46096 0.45 1.78 0.89
H -1.43514 1.94439 -4.78628 0.33 -0.25 0.60
H -2.21740 1.25639 -3.38680 -0.86 -0.11 0.67
H -1.94349 -0.89267 -2.74602 -0.41 -0.91 0.07
H -0.22198 -1.23468 -2.46318 -0.11 -0.06 0.66
H -0.95086 -0.26254 -5.13310 -1.18 -0.86 -2.83
H 0.45866 0.00407 -4.27735 0.48 0.25 0.11



# 3
7
Properties=species:S:1:pos:R:3:forces:R:3 method="wB97M-V/def2-TZVPD" homo_energy_ev=-15.78 relative_energy_kj_mol=137.2 energy_ha=-547.20890 total_charge=+1
C 0.09955 -0.26325 0.33244 0.80 3.03 -5.02
N -1.08263 0.14258 0.79462 0.61 -1.37 1.16
N 0.85680 0.42971 -0.84800 -3.19 -4.77 5.32
S -0.40286 -1.57487 1.30082 0.90 1.46 -0.73
H -1.95954 -0.04370 0.30928 0.11 0.61 -0.56
H 0.81845 1.42961 -0.82785 0.13 0.52 0.06
H 1.67024 -0.12009 -1.06130 0.64 0.52 -0.23



# 4
11
Properties=species:S:1:pos:R:3:forces:R:3 method="wB97M-V/def2-TZVPD" homo_energy_ev=-9.49 relative_energy_kj_mol=108.8 energy_ha=-285.37315 smiles="[H]/N=C1/C=CCO1" total_charge=0
H 2.89856 -0.74840 -0.16986 -0.24 -0.32 0.14
N 2.32648 0.08750 -0.13774 -0.79 -0.52 0.15
C 1.06820 -0.07051 -0.02321 0.26 0.33 -0.27
C 0.16725 1.07800 -0.13970 -0.37 0.07 -0.13
C -1.09361 0.66658 -0.11048 0.22 0.13 0.16
C -1.12122 -0.79034 0.25071 0.19 0.12 0.03
O 0.28155 -1.20883 0.09239 -0.09 0.19 -0.29
H 0.55839 2.06308 -0.32705 -0.04 0.04 -0.12
H -1.95065 1.25164 -0.42353 -0.06 -0.10 0.50
H -1.92792 -1.30767 -0.31306 1.24 -0.34 -0.18
H -1.31336 -1.00997 1.30477 -0.32 0.40 0.01



# 5
11
Properties=species:S:1:pos:R:3:forces:R:3 method="wB97M-V/def2-TZVPD" homo_energy_ev="-10.18 / -8.21" relative_energy_kj_mol=424.6 energy_ha=-1528.05703 total_charge=0
C 1.57184 -0.76852 0.02670 0.29 -1.04 0.82
C 2.40380 -0.90610 0.89870 0.31 0.33 0.41
C 0.63220 -0.83868 -1.05987 -0.02 1.46 1.07
O 4.12954 3.23528 -0.11204 0.93 -1.00 0.54
O 4.81338 -1.58989 0.49300 -0.14 -0.04 2.10
P 3.99088 -0.97192 1.67777 -0.29 -0.37 -1.28
Cl 5.17499 2.15173 0.46326 -0.93 0.98 -0.54
Cl 4.51434 -0.94692 -1.29598 0.13 0.43 -1.50
H 0.70091 -1.71679 -1.60336 0.43 -1.94 -0.91
H -0.38543 -0.75183 -0.71914 -0.39 0.41 0.07
H 0.93466 -0.04676 -1.70786 -0.32 0.80 -0.77



# 6
113
Properties=species:S:1:pos:R:3:forces:R:3 method="wB97M-V/def2-TZVPD" homo_energy_ev="-9.08 / -8.92" relative_energy_kj_mol=59.3 energy_ha=-4590.77052 spin_multiplicity=4 total_charge=+1
Cr -1.19659 0.22693 -0.46535 0.62 -0.53 -0.33
C -3.78159 -1.06554 2.82366 0.00 -0.01 -0.02
C -3.10476 -1.04151 1.62523 -0.04 0.01 0.00
N -2.29668 -0.02251 1.30136 -0.05 0.06 0.16
C -2.16014 0.97183 2.19246 0.03 0.06 0.05
C -2.87584 0.92542 3.39699 0.00 0.01 -0.03
N -3.67320 -0.07327 3.71126 0.00 0.00 0.00
C -1.22346 2.03814 1.84461 -0.01 -0.04 -0.11
C -0.93602 3.10599 2.59990 0.05 -0.02 0.05
C 0.09049 4.04413 2.17826 -0.04 -0.05 0.03
C 0.93560 3.64578 1.20630 0.06 -0.02 0.00
C 0.73367 2.38266 0.52982 -0.07 0.00 0.02
N -0.60731 1.87612 0.56054 0.07 0.20 0.04
C 1.71366 1.66610 -0.07394 0.13 0.07 0.15
C 3.13363 1.95034 0.09295 -0.07 0.05 0.01
N 4.06766 1.09168 -0.08311 -0.01 -0.07 -0.01
C 3.68738 -0.17721 -0.51138 -0.02 0.01 0.11
C 2.43792 -0.44792 -0.91475 0.01 -0.07 0.05
N 1.42893 0.49014 -0.79012 0.05 -0.09 -0.03
C 0.21844 5.34304 2.87010 0.03 0.00 0.00
C 1.45695 5.92303 3.12758 -0.01 0.00 -0.01
C 1.50510 7.15260 3.76368 0.01 0.01 0.01
N 0.42627 7.82629 4.15545 0.01 -0.02 -0.01
C -0.75460 7.26541 3.91453 -0.02 0.01 0.01
C -0.91131 6.03928 3.28618 0.00 0.00 0.00
H -4.42480 -1.89754 3.07769 0.00 0.01 0.02
H -3.20201 -1.84790 0.91150 0.02 0.01 -0.02
H -2.78223 1.72739 4.11728 -0.02 -0.01 0.01
H -1.40567 3.24813 3.56319 0.00 0.01 -0.01
H 1.77299 4.27246 0.92680 -0.02 0.01 -0.02
H 3.41918 2.94545 0.42252 0.02 -0.02 0.00
H 4.46360 -0.92689 -0.55938 0.02 0.01 0.00
H 2.15000 -1.38688 -1.36098 0.04 0.05 0.13
H 2.37694 5.41787 2.86355 0.00 0.00 0.00
H 2.46197 7.61580 3.97711 -0.01 0.00 0.00
H -1.62532 7.82584 4.23635 0.00 0.00 0.00
H -1.90481 5.64954 3.10283 0.00 0.00 0.00
N 0.36963 0.52070 -1.75240 -0.29 -0.38 0.16
P 0.93057 0.56784 -3.28235 0.06 0.25 -0.07
N -0.25661 1.13338 -4.27481 -0.03 -0.02 0.13
C 0.04339 1.66023 -5.61276 0.09 -0.04 0.00
C -0.74798 0.94376 -6.70017 0.02 -0.01 -0.03
C -2.24108 0.95700 -6.39369 0.01 0.02 0.01
C -2.49295 0.40071 -4.99697 -0.02 -0.02 0.02
C -1.68657 1.18311 -3.96988 0.05 0.04 0.11
N 1.43751 -0.95027 -3.72516 -0.09 -0.06 -0.22
C 0.53538 -2.04370 -3.28933 0.04 0.04 0.02
C 0.93872 -3.37399 -3.92900 0.01 -0.03 0.02
C 2.44601 -3.42880 -4.14279 0.00 0.04 -0.02
C 2.87048 -2.33270 -5.13504 0.02 -0.01 -0.02
C 1.87769 -1.17076 -5.11332 0.07 0.00 0.07
N 2.22177 1.54561 -3.45677 -0.05 0.07 -0.16
C 3.63854 1.15419 -3.58271 0.01 0.00 0.12
C 4.37615 2.23512 -4.35431 0.00 -0.02 -0.01
C 4.45149 3.49395 -3.49112 0.00 0.00 0.03
C 3.09570 3.79201 -2.81606 0.02 0.02 -0.01
C 1.94768 3.00390 -3.42893 -0.03 -0.02 -0.03
H 1.11318 1.57683 -5.80140 0.00 0.04 0.00
H -0.20996 2.72749 -5.62187 -0.01 -0.01 0.00
H -0.39890 -0.08957 -6.78417 -0.01 0.01 0.00
H -0.54749 1.42976 -7.65712 0.01 -0.01 0.00
H -2.79369 0.39512 -7.14754 0.01 -0.01 0.01
H -2.60734 1.98827 -6.43329 -0.01 -0.01 -0.01
H -2.20297 -0.65597 -4.95462 -0.02 0.00 0.01
H -3.55645 0.45901 -4.75069 0.01 0.01 0.02
H -1.84221 0.81068 -2.96342 0.01 -0.02 0.08
H -2.00083 2.23243 -3.96598 -0.02 0.04 -0.01
H -0.50663 -1.80930 -3.54390 -0.03 -0.01 -0.02
H 0.59459 -2.13252 -2.20400 -0.09 0.01 -0.08
H 0.43022 -3.51532 -4.88605 0.00 0.00 0.00
H 0.59888 -4.17991 -3.27410 0.01 -0.01 -0.01
H 2.74504 -4.41009 -4.51275 0.02 -0.01 0.01
H 2.94715 -3.28210 -3.18194 -0.02 0.03 -0.03
H 2.92884 -2.72859 -6.15092 -0.02 -0.01 0.00
H 3.86638 -1.96525 -4.88021 0.01 -0.02 -0.01
H 1.00683 -1.38298 -5.74335 0.02 -0.03 -0.01
H 2.33834 -0.26796 -5.51222 -0.01 0.02 0.01
H 3.70961 0.18489 -4.06790 0.00 0.01 0.00
H 4.08664 1.04904 -2.58991 0.01 0.04 -0.14
H 3.85462 2.42956 -5.29658 0.02 0.01 -0.01
H 5.37742 1.88789 -4.61152 0.00 -0.01 0.02
H 4.79667 4.34457 -4.07882 -0.04 0.00 -0.04
H 5.20077 3.32441 -2.71515 0.03 0.04 -0.01
H 2.84088 4.84846 -2.90935 0.02 0.01 0.04
H 3.15488 3.57939 -1.74834 -0.03 -0.01 -0.07
H 1.77885 3.36174 -4.44819 0.00 -0.01 -0.03
H 1.02777 3.17574 -2.86779 0.01 0.01 0.03
F -2.85753 2.66265 -0.21594 0.04 0.02 0.07
B -1.59852 2.27432 -0.63881 -0.41 0.28 -0.10
F -1.05181 3.14319 -1.54172 0.03 -0.08 -0.08
I -4.36775 -4.79843 -2.43429 -0.03 -0.05 -0.01
C -3.76080 -2.87881 -2.03060 0.03 0.08 0.00
C -4.49055 -1.71639 -2.15911 -0.02 -0.02 0.00
N -3.67722 -0.71124 -1.80170 0.00 0.01 0.04
N -2.45578 -1.15317 -1.44754 -0.13 0.03 -0.03
C -2.49815 -2.47436 -1.57799 0.04 -0.01 -0.16
H -5.50530 -1.54231 -2.47497 0.01 -0.01 0.00
H -3.87999 0.27579 -1.73574 0.00 0.03 0.00
H -1.63055 -3.07054 -1.33150 -0.02 0.03 0.02
C 3.51327 -5.48156 -1.20477 0.00 0.00 -0.01
N 2.62606 -4.42697 -0.75494 -0.01 -0.07 0.09
C 1.31273 -4.58118 -0.47754 0.03 0.08 -0.02
S 0.45563 -3.29076 0.19481 -0.09 -0.02 0.16
N 0.77552 -5.77238 -0.77049 -0.01 -0.04 -0.05
C -0.62426 -6.12314 -0.60436 0.03 0.00 -0.01
H 4.49388 -5.05049 -1.38665 0.01 -0.01 0.01
H 3.16714 -5.90530 -2.15018 0.00 0.01 -0.01
H 3.62026 -6.28106 -0.46624 -0.01 0.00 -0.01
H 3.02855 -3.60569 -0.33677 0.02 0.07 -0.02
H 1.37919 -6.48416 -1.14847 0.00 0.01 0.03
H -1.07962 -5.42194 0.08819 -0.01 0.00 0.03
H -0.69613 -7.12929 -0.19519 -0.01 0.00 -0.02
H -1.15649 -6.08381 -1.55662 -0.01 0.01 0.01